Entry 1:
The following is a DFT calculation (wB97M-V/def2-TZVPD) of a 2-piece molecular cluster, CH4NO overall in a non-equilibrium geometry.

The geometry in XYZ format:
```
7
Properties=species:S:1:pos:R:3:forces:R:3
C -0.98003 0.24427 0.02044 0.026 -3.274 1.477
N 1.23129 0.15993 0.12377 -0.399 -7.237 3.318
O 0.13579 0.75830 -0.09945 -3.862 2.973 -1.376
H -1.91874 0.76025 0.03766 -0.031 0.916 -0.285
H -0.98365 -0.92637 0.33167 0.108 2.318 -0.948
H 0.62733 -1.33834 0.15152 2.622 3.873 -0.076
H 1.88802 0.34196 -0.56561 1.536 0.431 -2.110
```
Forces are in eV/Å.

charge	+1
E_LUMO	-6.98	eV
HOMO-LUMO gap	9.84	eV
calculated total energy	-169.96957	Eh
HOMO	-16.82	eV



Entry 2:
The following is a DFT calculation (wB97M-V/def2-TZVPD) of a 2-piece molecular cluster, CH4NO2 overall in a non-equilibrium geometry.

The geometry in XYZ format:
```
8
Properties=species:S:1:pos:R:3:forces:R:3
O 2.13979 -0.39792 0.24021 0.107 -0.162 -0.460
H 2.02793 -0.62523 1.16507 -0.018 0.012 0.170
C -0.69152 -0.37359 0.23332 1.102 -0.965 -0.721
N -1.14628 0.51640 -0.78311 -0.767 -0.011 0.846
O -1.31882 -0.55282 1.27711 -0.491 0.923 -0.445
H 1.19267 -0.56777 -0.08654 0.062 0.135 0.506
H -1.70894 1.32652 -0.51716 -0.174 -0.018 -0.017
H -0.49481 0.67441 -1.52890 0.179 0.087 0.121
```
Forces are in eV/Å.

charge	-1
E_LUMO	4.91	eV
HOMO-LUMO gap	6.55	eV
calculated total energy	-245.73282	Eh
HOMO	-1.64	eV



Entry 3:
The following is a DFT calculation (wB97M-V/def2-TZVPD) of an isolated ion of composition CH4NO2 and charge +1 in a non-equilibrium geometry.

The geometry in XYZ format:
```
8
Properties=species:S:1:pos:R:3:forces:R:3
C 0.72993 -1.01452 -0.17995 1.418 -0.616 0.284
N 0.02623 0.11820 -0.44309 -2.471 4.857 -1.710
O -1.23309 1.83272 0.03649 -1.556 4.876 -2.973
O -0.73568 0.72260 0.36891 3.057 -7.826 3.134
H 0.87623 -1.53713 -1.15121 -0.336 0.180 0.666
H 0.56946 -1.57525 0.69738 -0.876 -0.925 0.968
H 1.74393 -0.59655 0.01270 0.084 0.196 -0.337
H -1.97700 2.04992 0.65877 0.680 -0.744 -0.033
```
Forces are in eV/Å.

charge	+1
E_LUMO (spin up / spin down)	-7.59 / -7.59	eV
HOMO-LUMO gap (spin up / spin down)	10.06 / 10.06	eV
calculated total energy	-245.20183	Eh
HOMO (spin up / spin down)	-17.65 / -17.65	eV



Entry 4:
The following is a DFT calculation (wB97M-V/def2-TZVPD) of CH4NO2 as an isolated structure in a non-equilibrium geometry.

The geometry in XYZ format:
```
8
Properties=species:S:1:pos:R:3:forces:R:3
C -0.18997 0.35310 0.07382 -2.824 -0.024 -0.381
N 1.07422 0.07257 -0.46983 1.373 0.480 -5.345
O 3.22259 -0.11353 0.01775 1.565 -0.381 -1.293
O 2.07495 0.11421 0.35934 -1.672 0.390 1.346
H -0.26719 -0.09851 1.06995 -0.161 -0.308 -0.367
H -0.60116 1.40775 0.21644 1.379 -0.753 -0.597
H -0.83358 -0.10827 -0.74283 0.127 0.335 1.571
H 1.20832 -0.02050 -1.78321 0.213 0.261 5.065
```
Forces are in eV/Å.

charge	+1
E_LUMO (spin up / spin down)	-8.22 / -7.52	eV
HOMO-LUMO gap (spin up / spin down)	9.48 / 9.88	eV
calculated total energy	-245.15505	Eh
HOMO (spin up / spin down)	-17.70 / -17.40	eV



Entry 5:
The following is a DFT calculation (wB97M-V/def2-TZVPD) of a 2-piece molecular cluster, CH4NO2 overall in a non-equilibrium geometry.

The geometry in XYZ format:
```
8
Properties=species:S:1:pos:R:3:forces:R:3
C -1.27300 -0.69862 -0.00599 0.110 -5.019 -0.223
N -1.06802 0.44601 -0.25672 -0.988 4.002 0.695
O 1.65557 0.31597 0.06390 1.067 -0.972 -0.574
O -1.15841 1.57724 -0.33720 0.864 -0.321 -0.564
H 2.52178 -0.10564 -0.18636 -1.321 0.502 0.280
H -1.51854 -1.15790 0.95313 -0.028 0.859 0.446
H -1.09140 -1.48536 -0.74704 0.121 0.430 -0.362
H 1.93201 1.10831 0.51628 0.175 0.517 0.301
```
Forces are in eV/Å.

charge	+1
E_LUMO	-8.14	eV
HOMO-LUMO gap	7.84	eV
calculated total energy	-245.30139	Eh
HOMO	-15.99	eV



Entry 6:
The following is a DFT calculation (wB97M-V/def2-TZVPD) of CH4NO2P as an isolated structure in a non-equilibrium geometry.

The geometry in XYZ format:
```
9
Properties=species:S:1:pos:R:3:forces:R:3
C -1.44399 0.42967 -0.27055 0.430 1.430 0.816
N 1.67237 -0.69595 0.31157 2.436 5.193 2.741
O -0.88138 0.36571 1.01221 1.934 1.292 -1.561
O -0.30229 0.23403 -1.10747 1.583 0.504 -1.013
P 0.84481 0.72707 -0.04463 -2.546 -2.475 1.995
H -2.02250 -0.43246 -0.45623 -1.593 -0.566 -0.251
H -1.90617 1.45868 -0.53569 0.330 -1.685 0.418
H 1.60051 -1.59865 0.01468 -0.692 -2.772 -0.792
H 2.43864 -0.48811 1.07611 -1.882 -0.922 -2.354
```
Forces are in eV/Å.

E_LUMO	0.36	eV
HOMO-LUMO gap	9.57	eV
calculated total energy	-587.06270	Eh
HOMO	-9.20	eV



Entry 7:
The following is a DFT calculation (wB97M-V/def2-TZVPD) of a 2-piece molecular cluster, CH4NO2S overall in a non-equilibrium geometry.

The geometry in XYZ format:
```
9
Properties=species:S:1:pos:R:3:forces:R:3
C 1.34371 -1.43538 0.57767 -0.428 -0.517 -3.362
N -1.19485 1.59051 0.60808 1.587 0.316 -0.205
O -1.81485 0.15317 -1.38189 0.368 -0.534 -0.146
O 0.03816 1.79262 -1.55871 0.409 -0.819 0.310
S -0.68570 0.82273 -0.69729 -1.835 1.686 0.450
H 1.86330 -0.88599 -0.11836 0.963 1.263 -1.814
H 1.54076 -1.08636 1.47187 0.210 0.913 4.782
H 1.04733 -2.35850 0.20259 -0.810 -1.510 0.236
H -2.13787 1.40719 0.89604 -0.465 -0.798 -0.250
```
Forces are in eV/Å.

charge	-1
E_LUMO (spin up / spin down)	3.74 / 3.48	eV
HOMO-LUMO gap (spin up / spin down)	7.79 / 6.87	eV
calculated total energy	-643.82206	Eh
HOMO (spin up / spin down)	-4.05 / -3.39	eV



Entry 8:
The following is a DFT calculation (wB97M-V/def2-TZVPD) of an isolated ion of composition CH4NO2Si and charge -1 in a non-equilibrium geometry.

The geometry in XYZ format:
```
9
Properties=species:S:1:pos:R:3:forces:R:3
N 1.37091 0.26067 -0.26862 0.568 -1.002 -2.181
Si 0.08115 0.03435 0.86084 -0.893 0.573 0.669
C -1.48699 0.19583 -0.70904 -0.609 0.133 1.211
O -2.69461 0.06793 -0.46946 0.947 0.037 0.155
O -0.85655 0.36273 -1.75253 0.011 -0.020 -0.364
H 0.98322 0.24616 -1.31215 0.621 0.059 3.041
H 1.94027 -0.58767 -0.13570 0.189 0.683 -0.436
H 0.52225 0.77467 2.32940 -0.798 -0.452 -1.863
H 0.14036 -1.35468 1.45727 -0.036 -0.010 -0.233
```
Forces are in eV/Å.

charge	-1
E_LUMO	4.37	eV
SMILES string	N[SiH2]C(=O)[O-]
HOMO-LUMO gap	7.97	eV
calculated total energy	-535.27473	Eh
HOMO	-3.60	eV



Entry 9:
The following is a DFT calculation (wB97M-V/def2-TZVPD) of CH4NO3 as an isolated structure in a non-equilibrium geometry.

The geometry in XYZ format:
```
9
Properties=species:S:1:pos:R:3:forces:R:3
C -1.02323 -0.18695 0.14607 -2.034 -1.030 3.035
N 0.19694 0.35998 0.68146 -0.215 0.334 2.100
O 0.56746 1.34015 -0.19437 0.552 0.316 -0.204
O 1.80781 -0.52894 -0.70326 0.460 -0.295 -0.630
O 1.24965 -0.74167 0.56910 -0.764 0.882 -0.128
H -1.61629 -0.88123 0.94304 1.899 0.920 -1.830
H -1.78010 0.58292 0.02473 0.349 0.481 -0.374
H -0.72263 -0.62492 -0.74889 -0.292 -1.326 -1.840
H 1.32039 0.68065 -0.71787 0.044 -0.282 -0.128
```
Forces are in eV/Å.

charge	-1
E_LUMO	4.64	eV
HOMO-LUMO gap	7.32	eV
calculated total energy	-320.79068	Eh
HOMO	-2.68	eV



Entry 10:
The following is a DFT calculation (wB97M-V/def2-TZVPD) of CH4NO3Sn as an isolated structure in a non-equilibrium geometry.

The geometry in XYZ format:
```
10
Properties=species:S:1:pos:R:3:forces:R:3
Sn 0.40416 -1.98847 1.56734 -2.404 -2.401 0.523
O -1.52408 -3.92404 2.08136 1.787 2.789 -0.956
H -1.48545 -4.79774 2.49115 0.654 0.084 0.111
C 0.44832 2.11575 -1.19326 -0.028 -0.603 -1.069
N 0.23241 0.85679 -0.43202 0.251 -0.151 -0.110
O -0.41871 -0.03414 -0.91946 -0.331 -0.299 -0.041
O 0.80803 0.72893 0.63850 0.054 -0.025 0.618
H 1.50378 2.09003 -1.46027 0.135 0.479 0.553
H 0.09075 2.96786 -0.62786 0.291 -0.011 0.142
H -0.05921 1.98504 -2.14548 -0.410 0.137 0.228
```
Forces are in eV/Å.

charge	+1
E_LUMO	-7.01	eV
HOMO-LUMO gap	6.19	eV
calculated total energy	-534.79926	Eh
HOMO	-13.21	eV



Entry 11:
The following is a DFT calculation (wB97M-V/def2-TZVPD) of CH4NOP as an isolated structure in a non-equilibrium geometry.

The geometry in XYZ format:
```
8
Properties=species:S:1:pos:R:3:forces:R:3
C -2.30097 0.70314 0.07976 1.502 -4.571 0.537
N -1.87666 -0.38806 0.26655 -0.651 -0.426 0.142
O -2.74554 1.73080 0.00349 -2.042 5.263 -0.587
P -1.21376 -1.90444 -0.12791 -0.839 0.721 -0.363
H 1.00812 0.58780 -0.56299 -1.323 1.426 -0.206
H 0.43844 1.15280 -0.64291 1.391 -1.297 0.186
H -0.06920 -1.15551 -0.40345 1.184 -0.991 0.264
H -1.10935 -2.26277 1.23073 0.779 -0.124 0.026
```
Forces are in eV/Å.

E_LUMO	0.76	eV
HOMO-LUMO gap	10.16	eV
calculated total energy	-511.78979	Eh
HOMO	-9.39	eV



Entry 12:
The following is a DFT calculation (wB97M-V/def2-TZVPD) of one molecule with the formula CH4NOP in a non-equilibrium geometry.

The geometry in XYZ format:
```
8
Properties=species:S:1:pos:R:3:forces:R:3
O -2.46530 0.40691 -0.12244 -0.615 -0.570 -0.044
N -2.03897 -0.66099 0.20534 0.723 -0.466 -0.034
C -0.51177 -0.59719 0.27842 -0.153 -1.066 2.819
P -0.24195 1.28034 0.15529 -0.418 -0.913 -1.578
H -0.11558 -1.12368 -0.59517 -0.187 -0.034 0.154
H -0.10316 -1.26842 1.28764 -1.333 2.207 -2.833
H -0.17516 1.07223 -1.34282 0.129 0.794 1.591
H 1.07245 1.04676 0.37396 1.854 0.047 -0.075
```
Forces are in eV/Å.

E_LUMO	-0.18	eV
SMILES string	O=NCP
HOMO-LUMO gap	9.14	eV
calculated total energy	-511.70232	Eh
HOMO	-9.31	eV



Entry 13:
The following is a DFT calculation (wB97M-V/def2-TZVPD) of one molecule with the formula CH4NOP in a non-equilibrium geometry.

The geometry in XYZ format:
```
8
Properties=species:S:1:pos:R:3:forces:R:3
N 0.11130 -1.42814 0.73426 -0.290 -2.682 -1.210
P 0.13696 0.26514 0.93802 -0.592 -0.005 0.529
C -0.19032 1.25578 -0.56480 -2.945 -0.957 -2.458
O 1.10111 0.87619 -0.23447 2.060 -0.633 -0.272
H -0.64914 -1.96510 1.24307 1.404 1.242 -0.696
H 0.56550 -2.11001 0.00642 -1.189 2.370 1.548
H -0.34840 2.33252 -0.59283 -0.057 -0.029 0.387
H -0.72701 0.77362 -1.52967 1.610 0.695 2.171
```
Forces are in eV/Å.

E_LUMO	1.04	eV
SMILES string	NP1CO1
HOMO-LUMO gap	9.71	eV
calculated total energy	-511.80531	Eh
HOMO	-8.67	eV



Entry 14:
The following is a DFT calculation (wB97M-V/def2-TZVPD) of a 2-piece molecular cluster, CH4NOP overall in a non-equilibrium geometry.

The geometry in XYZ format:
```
8
Properties=species:S:1:pos:R:3:forces:R:3
C 0.06340 -2.27181 0.35589 6.274 5.579 0.447
N -0.89129 -2.69958 -0.14858 -3.226 -5.888 2.560
O -1.71255 -2.90129 -0.95026 -3.511 0.736 -4.289
P 0.50891 0.94449 -0.69384 0.809 0.821 2.508
H 0.94146 -2.26166 0.92077 0.370 -0.743 1.403
H 0.10278 -0.36195 -0.24968 0.244 0.100 -0.421
H 0.22312 0.87762 -1.99775 -0.120 -0.524 -1.883
H 1.93687 0.68827 -0.70033 -0.839 -0.081 -0.325
```
Forces are in eV/Å.

E_LUMO (spin up / spin down)	0.97 / -2.63	eV
<S²>	2.007
2S+1	3
HOMO-LUMO gap (spin up / spin down)	6.75 / 6.88	eV
calculated total energy	-511.53229	Eh
HOMO (spin up / spin down)	-5.78 / -9.51	eV



Entry 15:
The following is a DFT calculation (wB97M-V/def2-TZVPD) of a 2-piece molecular cluster, CH4NOPS overall in a non-equilibrium geometry.

The geometry in XYZ format:
```
9
Properties=species:S:1:pos:R:3:forces:R:3
H -2.52517 -1.65655 0.34215 0.630 0.259 0.675
P -1.21782 -2.27087 0.42544 -0.289 -0.559 -0.685
N -0.18476 -1.07531 0.95947 -0.536 0.339 -0.168
S -0.39550 0.29693 1.85755 0.035 -0.151 -0.301
H 0.71690 -1.20891 0.49633 0.101 0.107 0.526
C -0.06795 1.17051 -1.55515 1.253 0.557 0.647
O 0.55827 0.14740 -1.58753 0.022 -0.038 -0.268
H 0.43877 2.16240 -1.41421 -0.211 -0.464 -0.232
H -1.14122 1.19028 -1.56851 -1.005 -0.050 -0.195
```
Forces are in eV/Å.

E_LUMO (spin up / spin down)	-1.05 / -1.36	eV
SMILES string	[H]/P=[NH+]\[S-].C=O
HOMO-LUMO gap (spin up / spin down)	7.71 / 6.91	eV
calculated total energy	-909.93233	Eh
HOMO (spin up / spin down)	-8.75 / -8.27	eV



Entry 16:
The following is a DFT calculation (wB97M-V/def2-TZVPD) of an isolated ion of composition CH4NOS and charge -1 in a non-equilibrium geometry.

The geometry in XYZ format:
```
8
Properties=species:S:1:pos:R:3:forces:R:3
C -0.09082 0.94822 0.34201 -1.128 -0.071 0.494
N 0.37676 -0.43524 0.28850 3.244 0.695 -2.227
O 1.22227 -0.63705 -1.15841 -2.060 0.612 3.090
S -0.81056 -1.63918 0.20122 -0.157 -0.520 -0.784
H -0.92670 1.06914 -0.48723 1.282 0.458 1.779
H -0.37493 1.22113 1.47104 -0.336 -0.751 -2.286
H 0.74934 1.66276 0.22419 -0.314 -0.746 -0.629
H -0.14536 -2.18978 -0.88132 -0.531 0.322 0.563
```
Forces are in eV/Å.

charge	-1
E_LUMO	3.94	eV
SMILES string	CN([O-])S
HOMO-LUMO gap	6.46	eV
calculated total energy	-568.55568	Eh
HOMO	-2.52	eV



Entry 17:
The following is a DFT calculation (wB97M-V/def2-TZVPD) of one molecule with the formula CH4NP in a non-equilibrium geometry.

The geometry in XYZ format:
```
7
Properties=species:S:1:pos:R:3:forces:R:3
H 1.48727 -0.09564 2.44137 0.459 0.046 1.412
P 1.11621 0.83421 1.49229 0.326 0.258 -0.134
N 0.25512 -0.25967 0.80254 -0.810 -1.279 -1.482
C -0.23208 -0.00639 -0.53983 0.106 1.637 -1.599
H -0.10367 -0.85426 -1.31932 0.302 1.245 1.623
H 0.28838 0.97630 -0.87757 -0.817 -1.587 -0.365
H -1.31451 0.23317 -0.61186 0.433 -0.320 0.544
```
Forces are in eV/Å.

E_LUMO	-0.26	eV
SMILES string	[H]/P=N/C
HOMO-LUMO gap	8.86	eV
calculated total energy	-436.53585	Eh
HOMO	-9.12	eV



Entry 18:
The following is a DFT calculation (wB97M-V/def2-TZVPD) of CH4NP as an isolated structure in a non-equilibrium geometry.

The geometry in XYZ format:
```
7
Properties=species:S:1:pos:R:3:forces:R:3
C 0.00420 -0.26779 -0.38020 3.069 0.539 -2.531
N -0.37236 -1.37199 0.06101 -0.709 -0.157 -0.002
P -0.62906 1.31924 0.23305 1.125 0.782 -1.950
H 1.01567 0.01652 -1.24792 -2.906 -1.363 2.029
H -0.06020 -2.25403 -0.33453 0.547 0.381 -0.189
H 0.77140 1.77525 0.21467 -1.147 0.026 0.612
H -0.72965 0.78279 1.45393 0.020 -0.207 2.032
```
Forces are in eV/Å.

E_LUMO	0.96	eV
HOMO-LUMO gap	10.31	eV
calculated total energy	-436.52178	Eh
HOMO	-9.35	eV



Entry 19:
The following is a DFT calculation (wB97M-V/def2-TZVPD) of one molecule with the formula CH4NP3 in a non-equilibrium geometry.

The geometry in XYZ format:
```
9
Properties=species:S:1:pos:R:3:forces:R:3
N -3.61280 -0.40901 -0.16665 -1.082 -0.261 -0.080
C -2.56683 -0.03197 0.09768 3.235 0.335 -0.533
P -0.65793 0.60926 0.39915 -0.293 0.498 -2.227
P 1.39389 1.23145 -0.25943 -1.939 0.928 -0.251
P 2.01558 -0.82211 -0.31432 1.382 -0.929 0.629
H -0.27872 -0.30956 1.23470 0.279 -2.419 1.794
H -1.30086 1.43055 1.20325 -0.323 2.066 1.335
H 1.54217 -1.16737 -1.57796 0.430 -0.040 -0.664
H 3.46550 -0.53124 -0.61641 -1.689 -0.178 -0.004
```
Forces are in eV/Å.

E_LUMO	-1.72	eV
SMILES string	N#C[PH2]=P#[PH2]
HOMO-LUMO gap	6.54	eV
calculated total energy	-1119.17179	Eh
HOMO	-8.27	eV



Entry 20:
The following is a DFT calculation (wB97M-V/def2-TZVPD) of one molecule with the formula CH4NP3S in a non-equilibrium geometry.

The geometry in XYZ format:
```
10
Properties=species:S:1:pos:R:3:forces:R:3
C 1.70790 0.88938 0.96145 0.467 -0.793 -1.220
N 0.82965 -0.36653 -1.17551 -1.045 0.142 0.343
P -0.03134 -1.45198 -1.90240 0.079 0.016 -0.213
P -3.45476 -1.12708 -0.05776 0.598 1.098 0.448
P 0.49880 1.04396 -0.36350 -0.064 -0.344 -0.799
S -2.22742 -1.46986 -1.69176 0.328 -0.008 -0.029
H 2.59760 0.29524 0.70578 0.101 0.888 -0.150
H 1.20067 0.21966 1.58447 -0.924 -0.986 1.556
H 1.79804 1.81482 1.45948 0.704 0.965 0.607
H -2.91914 0.15239 0.47974 -0.245 -0.978 -0.543
```
Forces are in eV/Å.

E_LUMO (spin up / spin down)	-1.48 / -1.34	eV
HOMO-LUMO gap (spin up / spin down)	6.09 / 6.66	eV
calculated total energy	-1517.42709	Eh
HOMO (spin up / spin down)	-7.57 / -8.01	eV